(1)
269
Properties=species:S:1:pos:R:3:forces:R:3 method="wB97M-V/def2-TZVPD" e_homo_ev=-12.129 gap_ev=7.29 total_charge=+3 e_lumo_ev=-4.84 total_energy_ev=-170018.2285
C -3.0430 4.9222 -6.3782 0.9 0.6 -1.1
C -1.5964 4.6337 -6.0342 1.3 0.1 -0.1
N -0.4480 5.0610 -7.0621 0.1 -0.1 0.9
C -0.4848 4.0973 -8.2592 -0.4 0.3 0.5
C -0.6993 6.4868 -7.6133 -1.3 0.0 -0.2
C -0.9139 7.6509 -6.6185 0.8 -1.2 0.6
C 0.9472 5.0988 -6.3474 1.0 -0.8 0.3
C 1.4812 3.8217 -5.5420 -1.5 -1.0 -2.6
O 1.4858 2.7740 -6.5907 0.2 1.4 0.1
C 1.6421 1.4824 -6.0524 0.4 0.4 0.7
H -3.6679 4.4688 -5.6087 0.0 0.3 0.0
H -3.3292 4.5320 -7.3549 -0.1 -0.2 0.1
H -3.1236 6.0062 -6.4590 -0.7 -0.1 0.4
H -1.4673 3.5621 -5.8820 0.4 0.1 0.0
H -1.3433 5.1773 -5.1240 0.2 -0.2 0.1
H -0.2903 3.0580 -7.9942 0.1 0.4 0.5
H 0.2546 4.3870 -9.0058 -0.2 0.2 0.1
H -1.5088 4.1710 -8.6253 0.2 0.1 -0.3
H -1.6428 6.4147 -8.1544 -0.2 -0.4 0.0
H -0.0139 6.6891 -8.4363 0.6 -0.1 0.5
H -1.2510 8.5479 -7.1379 0.1 -0.2 0.0
H -0.0310 7.8603 -6.0146 0.2 0.3 -0.4
H -1.6352 7.3710 -5.8508 -0.4 0.1 -0.3
H 1.0523 6.0273 -5.7861 -0.7 -0.3 0.4
H 1.6775 5.2561 -7.1411 -0.2 -0.3 -0.4
H 0.8367 3.4753 -4.7342 -0.3 0.3 0.1
H 2.4916 3.8558 -5.1345 0.0 0.9 -0.1
H 2.5837 1.4081 -5.5084 0.0 -0.1 0.4
H 1.7084 0.7003 -6.8087 -0.5 0.3 -0.2
H 0.7872 1.4115 -5.3800 0.0 -1.1 0.3
C -4.0953 -7.4735 -2.0450 1.7 0.6 0.5
C -2.6111 -7.8203 -2.4068 -0.5 0.5 -1.7
N -1.8659 -6.6171 -3.0321 1.0 -0.6 0.0
C -1.5890 -5.6570 -1.8715 -1.1 0.7 -1.7
C -0.4083 -7.0855 -3.4423 -2.2 -0.9 -2.1
C -0.4936 -8.1683 -4.5736 -0.1 0.8 0.1
C -2.6680 -5.9752 -4.2089 1.1 0.8 0.2
C -1.8416 -5.0101 -5.1941 -1.1 -0.6 1.4
O -1.1384 -4.0686 -4.4171 0.6 0.2 0.0
C -0.4358 -3.1293 -5.2277 -0.5 -0.1 -1.2
H -4.0673 -6.6287 -1.3568 -0.2 -0.1 0.4
H -4.5966 -8.3118 -1.5611 0.0 0.1 -0.2
H -4.6413 -7.0912 -2.9075 0.0 -0.6 -0.1
H -2.5900 -8.5977 -3.1706 -0.1 0.0 0.0
H -1.8939 -8.1333 -1.6481 -0.7 -0.1 0.5
H -2.4985 -5.0795 -1.7064 -0.2 -0.3 0.6
H -0.9027 -4.9272 -2.3011 0.6 -0.4 0.8
H -1.2904 -6.2696 -1.0208 0.4 0.6 -0.2
H 0.0929 -7.4237 -2.5355 0.1 0.3 -0.1
H 0.0341 -6.2318 -3.9557 0.2 0.2 0.9
H -1.2351 -7.9623 -5.3455 -0.5 0.5 0.3
H -0.7319 -9.1908 -4.2807 0.8 0.0 0.2
H 0.3980 -8.0033 -5.1784 0.5 -0.9 0.4
H -3.4632 -5.4776 -3.6537 0.2 0.5 -0.4
H -3.1846 -6.7108 -4.8256 0.4 -0.4 0.2
H -2.5267 -4.4892 -5.8629 -0.7 0.1 0.2
H -1.2428 -5.5729 -5.9102 0.6 -0.3 0.4
H -1.1442 -2.5862 -5.8533 -0.4 0.3 0.1
H 0.1695 -3.6292 -5.9839 0.5 -0.2 0.3
H 0.1490 -2.3787 -4.6961 -0.1 -0.6 0.5
C -0.1419 8.3178 3.1286 0.7 0.7 -0.3
C -0.9366 7.4318 4.0441 -1.2 -1.3 -0.1
N -1.1041 5.9373 3.5239 2.0 0.5 -0.6
C -1.7868 4.9987 4.5979 0.7 1.4 -2.0
C -1.9166 6.0492 2.2095 -0.5 -1.1 -0.3
C -2.3401 4.6875 1.5797 -0.1 1.4 0.5
C 0.3407 5.3082 3.1397 -1.4 -0.7 1.3
C 1.3969 5.3638 4.2637 -0.7 1.0 -0.6
O 2.4110 6.1688 3.7406 -0.3 -0.1 -0.4
C 3.3335 6.4801 4.7199 1.6 0.9 -0.2
H -0.6734 8.6665 2.2432 -0.3 -0.3 0.1
H 0.8178 7.9409 2.7750 -0.1 -0.4 0.2
H 0.1321 9.2292 3.6599 -0.2 0.0 0.2
H -1.9613 7.7985 4.1037 -0.2 -0.1 -0.2
H -0.6680 7.4377 5.1005 0.8 -0.4 -0.2
H -1.7668 3.9806 4.2091 0.1 0.0 0.0
H -2.8161 5.3570 4.6122 0.1 -0.1 0.6
H -1.1995 5.1069 5.5098 -0.4 0.1 0.0
H -1.3978 6.5857 1.4150 0.8 0.0 0.6
H -2.7729 6.6923 2.4122 -0.2 -0.3 0.5
H -3.0818 4.9447 0.8235 -0.1 0.1 -0.1
H -2.8494 4.0526 2.3047 0.4 -0.4 -0.3
H -1.5086 4.2557 1.0227 -0.1 -0.4 0.5
H 0.7866 5.7483 2.2477 -0.6 0.2 0.0
H 0.0820 4.2679 2.9421 -0.1 0.1 -0.3
H 1.8115 4.4069 4.5811 -0.2 -0.4 -0.2
H 1.0553 5.8830 5.1591 -0.6 -0.2 0.3
H 2.8640 6.8864 5.6159 0.0 -0.1 0.2
H 3.9899 7.2341 4.2854 -0.1 0.3 0.1
H 4.0303 5.6691 4.9318 -0.3 -0.5 0.4
C -1.1685 0.9752 -2.1459 -0.9 -1.1 1.5
C -1.1032 -0.3279 -1.2807 0.9 0.6 -0.1
N 0.3540 -0.6759 -0.9068 -0.5 -1.6 -0.7
C 0.9808 -1.2457 -2.1765 0.6 -0.5 0.6
C 1.2480 0.4903 -0.4644 -0.3 0.4 0.6
C 0.7957 1.2694 0.8093 -0.2 -0.4 -0.5
C 0.2185 -1.8701 0.1262 0.5 0.8 0.0
C 1.5199 -2.5366 0.5272 0.0 0.1 -1.3
O 2.3831 -1.5663 1.0431 1.3 -0.6 0.6
C 3.7327 -2.0877 1.2211 -0.6 1.1 -0.1
H -2.1174 1.0360 -2.6788 0.0 -0.3 -0.3
H -0.3357 1.0637 -2.8436 -0.1 0.4 0.3
H -1.2975 1.7216 -1.3621 0.8 0.8 -0.6
H -1.5076 -1.2154 -1.7673 0.3 0.0 -0.1
H -1.6304 -0.2238 -0.3323 -0.1 0.2 0.0
H 0.9305 -0.5636 -3.0251 0.2 0.2 0.4
H 0.5480 -2.1972 -2.4855 -0.6 0.1 0.4
H 1.9998 -1.5261 -1.9099 0.2 0.5 -0.4
H 1.2790 1.1801 -1.3079 -0.2 0.0 0.0
H 2.2542 0.0768 -0.3957 -0.3 -0.1 0.2
H 1.5850 1.9208 1.1843 0.3 0.1 -0.5
H 0.5066 0.6882 1.6849 -0.1 -0.5 -0.3
H -0.0469 1.9178 0.5691 0.0 0.0 0.0
H -0.4182 -2.6141 -0.3524 -0.1 0.1 0.0
H -0.2545 -1.4564 1.0169 -0.3 0.2 -0.1
H 1.9713 -3.0272 -0.3352 0.1 0.0 -0.3
H 1.3161 -3.3758 1.1922 -0.3 0.1 0.5
H 3.7517 -2.8590 1.9912 0.0 -0.1 0.0
H 4.3128 -1.2142 1.5185 0.1 -0.1 0.3
H 4.1986 -2.4183 0.2928 -0.4 -0.3 -0.2
C 6.6012 0.8791 -0.1157 0.4 1.6 0.8
C 5.5576 1.9160 0.3524 -0.5 0.7 -0.9
N 5.7790 3.4233 -0.0756 0.2 0.3 -0.3
C 5.6615 3.4982 -1.6359 1.8 1.0 1.7
C 4.5865 4.3381 0.3382 -1.0 -1.1 1.5
C 4.1358 4.4228 1.8664 1.1 -0.1 -1.2
C 7.1688 3.8469 0.5536 -0.8 0.4 -0.6
C 7.7273 5.2171 0.1528 -1.1 0.5 -0.7
O 6.8695 6.2942 0.5176 -0.6 -2.4 1.8
C 7.2919 7.5673 0.1786 0.5 -0.1 -0.9
H 6.8417 1.0244 -1.1689 -0.1 -0.3 0.0
H 6.2864 -0.1496 0.0596 -0.3 0.2 -0.1
H 7.4804 1.0669 0.5007 0.3 -0.4 -0.2
H 5.4518 2.0081 1.4333 -0.1 -0.4 -0.1
H 4.6303 1.6614 -0.1609 -0.3 0.1 0.5
H 5.6403 4.5549 -1.9023 -0.5 0.0 0.2
H 4.7388 2.9980 -1.9302 0.6 -0.3 -0.2
H 6.6611 3.2151 -1.9656 -0.6 -1.0 -0.7
H 3.7384 3.8937 -0.1828 0.0 -0.2 0.0
H 4.6538 5.3197 -0.1308 0.7 -0.1 0.4
H 4.7883 5.0532 2.4705 -0.1 0.3 -0.2
H 4.1145 3.4701 2.3955 0.0 -0.3 -0.4
H 3.1184 4.8139 1.8665 0.3 0.1 -0.1
H 7.9233 3.1221 0.2479 -0.3 -0.1 -0.2
H 7.0383 3.7305 1.6295 -0.2 0.2 0.0
H 7.8199 5.2250 -0.9332 0.0 0.0 -0.5
H 8.7577 5.3517 0.4820 0.0 -0.2 0.6
H 7.6502 7.3926 -0.8359 0.1 1.3 -0.5
H 8.1071 7.9609 0.7858 0.1 -0.1 0.2
H 6.4182 8.2123 0.2718 0.2 0.1 -0.3
C 0.1505 -9.1561 3.4012 -1.1 -0.4 -0.5
C -0.3535 -7.9000 4.1871 0.3 -0.1 -1.7
N -0.2683 -6.5989 3.3200 1.4 1.6 0.6
C 1.1862 -6.2315 2.9954 -0.1 -0.1 -0.5
C -0.9705 -6.7019 1.9475 -2.3 -1.2 -0.5
C -2.4549 -7.2810 1.9061 1.1 -0.2 0.6
C -0.8829 -5.3763 4.1436 0.0 -1.1 -1.4
C -0.6247 -5.2036 5.6190 0.9 -1.2 1.2
O 0.7479 -5.2387 5.9974 0.3 -1.1 -2.3
C 1.0885 -5.2638 7.3472 -0.1 1.9 0.7
H -0.4400 -9.3027 2.4968 -0.2 0.3 -0.1
H -0.0248 -10.1089 3.9006 -0.2 0.3 0.8
H 1.1618 -9.3090 3.0242 0.4 1.1 0.5
H 0.1612 -7.7860 5.1412 0.2 0.5 -0.3
H -1.4269 -7.9024 4.3768 0.0 -0.7 0.1
H 1.2641 -5.4291 2.2618 -0.8 -0.1 -0.3
H 1.6054 -7.1035 2.4933 0.3 0.1 0.4
H 1.7460 -5.8287 3.8395 -0.3 -0.8 0.4
H -0.4500 -7.3390 1.2325 0.9 -0.1 0.8
H -1.0234 -5.7707 1.3836 0.4 0.6 0.9
H -2.5659 -8.2743 2.3410 0.3 0.1 0.7
H -2.6611 -7.5813 0.8788 0.0 0.9 -0.3
H -3.2227 -6.6161 2.3017 0.1 0.0 -0.3
H -1.9425 -5.5968 4.0143 -0.1 0.6 0.1
H -0.6133 -4.4621 3.6148 -0.1 -0.3 -0.4
H -1.1157 -5.9976 6.1817 -0.4 0.0 0.1
H -1.0568 -4.2447 5.9054 -0.3 0.2 0.0
H 0.5273 -5.9024 8.0294 -0.2 -0.3 -0.4
H 0.9271 -4.2184 7.6106 -0.1 0.2 1.1
H 2.1590 -5.3996 7.5011 -0.1 -0.5 -0.5
C -4.9070 1.3081 -1.0714 0.5 -0.1 -1.0
C -5.8429 0.1187 -0.9576 0.7 -1.0 0.9
N -5.7636 -1.0430 -1.9886 -0.5 0.9 -1.5
C -6.3868 -0.4461 -3.3439 0.9 -1.6 1.7
C -4.3143 -1.5764 -2.3480 -0.4 0.6 0.7
C -4.2174 -2.7438 -3.3648 0.4 1.3 1.3
C -6.5885 -2.2371 -1.4293 1.5 -0.1 -1.4
C -8.0854 -2.0957 -1.4866 -1.0 0.6 0.8
O -8.5290 -2.7269 -0.3260 -1.8 -0.9 0.8
C -9.9510 -2.4556 0.0213 1.9 1.4 -0.4
H -4.8600 1.7846 -2.0506 -0.4 0.1 -0.2
H -3.8777 1.0130 -0.8675 -0.1 -0.1 0.3
H -5.1845 2.0737 -0.3469 0.0 -0.2 0.1
H -6.8939 0.3916 -0.8626 0.1 0.0 -0.4
H -5.5688 -0.3418 -0.0085 -0.1 -0.3 0.0
H -5.6177 0.2291 -3.7190 -0.4 0.1 0.0
H -7.3578 -0.0047 -3.1194 0.4 0.2 0.0
H -6.5229 -1.2967 -4.0117 0.0 0.2 0.0
H -3.8294 -1.7941 -1.3964 -0.5 -0.7 0.4
H -3.6825 -0.7519 -2.6783 -0.7 0.5 -0.5
H -3.1442 -2.7788 -3.5523 0.1 -0.2 -0.2
H -4.7012 -2.4918 -4.3084 -0.2 -0.5 0.1
H -4.4687 -3.6688 -2.8458 -0.4 -0.1 -0.6
H -6.2349 -2.4511 -0.4207 0.0 0.4 0.1
H -6.2165 -3.0684 -2.0282 -0.4 -0.1 0.0
H -8.6472 -2.4768 -2.3394 0.6 -0.4 -0.5
H -8.3804 -1.0471 -1.4468 0.1 0.5 0.1
H -10.1902 -2.9348 0.9707 0.1 -0.2 -0.5
H -10.6722 -2.5697 -0.7880 0.2 -0.9 -0.1
H -9.9348 -1.3743 0.1579 -0.3 0.2 0.5
C -1.6163 1.2335 6.6859 0.6 0.2 -0.4
C -0.8244 -0.0279 6.2690 0.7 0.0 0.8
N 0.7056 0.1549 5.9941 1.1 0.6 1.6
C 1.3765 0.5669 7.3637 -0.3 -0.1 -0.9
C 1.3925 -1.2203 5.6285 -0.3 0.1 0.3
C 0.9336 -1.8698 4.3440 -1.4 0.3 -0.1
C 0.9247 1.3197 5.0459 -0.1 0.1 0.2
C 2.2822 1.4109 4.3968 0.1 -1.8 -0.5
O 3.3873 1.1337 5.2234 0.4 0.1 0.1
C 4.5880 1.0016 4.4741 1.0 0.4 0.1
H -1.1137 2.0182 7.2514 0.9 0.0 -0.5
H -2.3657 1.0790 7.4622 -0.5 -0.9 -0.7
H -1.9959 1.6319 5.7450 -0.5 0.4 0.4
H -1.2613 -0.4620 5.3697 0.1 0.1 -0.1
H -0.8482 -0.7554 7.0802 0.1 -0.1 -0.1
H 1.2407 -0.2488 8.0739 -0.4 0.3 0.0
H 0.9473 1.5288 7.6444 -0.4 -0.4 0.3
H 2.4460 0.7666 7.2976 -0.1 -0.4 -0.7
H 1.1283 -1.8196 6.4997 0.1 -0.1 0.0
H 2.4700 -1.0552 5.6354 -0.2 0.3 0.1
H 1.1119 -1.1921 3.5091 -0.2 -0.4 -0.2
H -0.1265 -2.1126 4.4181 -0.4 0.8 -0.2
H 1.2324 -2.8884 4.0963 1.3 0.2 0.5
H 0.7331 2.2718 5.5407 -0.5 -0.4 0.5
H 0.2047 1.1727 4.2409 -0.3 0.3 -0.1
H 2.4118 2.3536 3.8652 -0.2 0.1 -0.1
H 2.1855 0.5812 3.6965 0.7 0.2 -0.8
H 5.0546 1.9533 4.2196 -0.5 0.6 -0.1
H 4.5227 0.4490 3.5368 -0.6 -0.3 0.0
H 5.3865 0.5500 5.0628 -0.5 -0.4 0.4
O -3.4288 0.5892 1.7331 0.0 1.8 0.3
C -2.3701 0.7100 2.6020 0.5 -2.3 -1.4
O -1.9823 1.7945 2.9829 -0.1 2.4 0.9
O -1.7807 -0.3867 2.8145 0.5 -0.9 0.6
H -3.4633 -0.3451 1.5154 -0.3 -1.3 -0.1
O -2.2468 -3.2576 1.9974 1.7 -0.4 1.3
C -3.3031 -3.2067 1.2500 -4.2 -1.6 -4.2
O -3.8477 -2.1034 1.0591 0.0 3.6 0.5
O -3.7920 -4.1614 0.6353 1.1 -2.6 0.1
H -2.3246 -2.3133 2.1520 1.6 1.7 1.6
O 1.4581 -4.7107 -2.1097 -0.7 1.4 -0.3
C 1.8149 -5.7187 -1.3009 -0.8 -3.1 2.8
O 2.7986 -6.3491 -1.6767 1.5 -0.3 -0.9
O 1.1169 -6.0310 -0.3199 -1.5 0.8 1.1
H 2.2685 -4.9729 -2.5525 1.1 1.4 -2.5
P 4.8706 -0.9703 -3.2963 2.3 -1.0 -1.3
F 5.4144 0.5971 -3.3902 -0.2 -0.5 0.6
F 5.5349 -1.2377 -4.8016 -0.9 -0.1 1.6
F 6.2806 -1.4148 -2.6087 -0.7 0.0 -0.4
F 4.2578 -2.5456 -3.2096 0.6 2.2 -0.1
F 4.3436 -0.6894 -1.7515 -0.8 0.2 -0.7
F 3.5294 -0.4435 -4.0144 -0.7 -0.4 0.7
P 0.9238 5.1308 -1.3429 1.5 0.5 -0.1
F 1.3457 4.4894 0.1119 -0.7 -0.4 -0.3
F 1.6937 3.9212 -2.1295 -0.6 -0.6 0.6
F -0.5157 4.3179 -1.3191 1.2 0.8 0.1
F 0.6105 5.7441 -2.8069 -0.7 0.2 0.2
F 0.3572 6.4439 -0.5937 -1.4 -0.6 0.0
F 2.3467 5.9152 -1.2988 0.6 -0.1 -0.5


(2)
46
Properties=species:S:1:pos:R:3:forces:R:3 method="wB97M-V/def2-TZVPD" e_homo_ev=-12.827 gap_ev=8.42 total_charge=+1 e_lumo_ev=-4.41 total_energy_ev=-61506.1279
C 5.5708 1.3911 1.2889 -0.1 0.0 -0.1
C 5.0994 2.4805 0.3879 0.0 0.3 -0.6
O 5.7324 2.9998 -0.4836 0.0 0.0 0.4
O 3.7838 2.8447 0.6178 0.0 -0.1 0.6
C 3.5717 4.2551 0.7763 -0.1 0.0 -0.3
C 2.1231 4.5691 0.4716 -0.1 0.1 0.2
C 1.1548 4.1346 1.5897 0.2 -0.3 -0.1
C 0.0941 3.1420 1.1310 0.0 0.2 -0.1
S 0.8643 1.5553 0.6382 0.5 0.4 0.0
P -0.4796 0.6735 -0.8861 -0.8 -1.3 -0.6
S -0.8774 -1.1825 -0.7507 0.2 0.4 0.1
C 0.7063 0.5010 2.1855 0.0 -0.1 -0.3
F 0.7507 1.3450 3.1931 0.1 0.0 0.3
F -0.3980 -0.2012 2.2185 -0.1 0.1 0.1
F 1.7524 -0.2958 2.1908 0.0 0.0 0.1
H 6.6440 1.2948 1.1799 0.1 -0.1 0.0
H 5.2936 1.6163 2.3150 0.0 0.0 0.1
H 5.0749 0.4626 1.0079 0.0 -0.1 0.0
H 4.2361 4.8052 0.1150 0.0 0.0 -0.1
H 3.7942 4.5245 1.8107 0.1 0.0 0.1
H 1.8496 4.0984 -0.4740 0.1 0.0 -0.2
H 2.0380 5.6438 0.3221 0.0 0.1 -0.1
H 0.6073 4.9837 1.9947 0.0 0.1 0.0
H 1.7268 3.7000 2.4088 -0.1 0.0 0.2
H -0.3760 3.4901 0.2111 -0.1 0.0 0.0
H -0.6698 2.9389 1.8762 -0.1 -0.1 0.0
H -1.5364 1.5963 -0.8592 0.1 0.2 0.2
H 0.2660 1.0311 -2.0141 0.2 0.4 0.2
C 2.0147 -4.6066 -2.1430 0.0 0.0 0.0
C 0.9790 -3.9340 -2.9143 -0.4 0.2 -0.3
N 0.1591 -3.4106 -3.5311 0.3 -0.2 0.4
H 2.5937 -5.2559 -2.7962 0.0 0.0 0.0
H 2.6789 -3.8716 -1.6935 0.0 0.0 0.0
H 1.5607 -5.2077 -1.3579 0.0 0.0 0.0
C -2.8608 -4.2293 -1.4199 0.1 0.0 -0.1
C -4.2650 -4.4615 -1.7192 -0.5 -0.2 0.0
N -5.3814 -4.6445 -1.9292 0.4 0.1 0.1
H -2.4398 -5.0950 -0.9121 0.0 0.0 0.0
H -2.3057 -4.0475 -2.3399 0.0 0.0 0.0
H -2.7780 -3.3595 -0.7713 0.0 0.0 0.0
C -7.9057 -3.0851 -0.4358 0.0 0.0 0.0
C -8.3623 -1.9816 0.3974 -0.2 0.4 0.3
N -8.7233 -1.1058 1.0515 0.2 -0.3 -0.2
H -6.9022 -2.8836 -0.7987 0.0 -0.1 0.0
H -7.8913 -4.0078 0.1397 0.0 0.0 0.0
H -8.5678 -3.2103 -1.2894 0.0 0.0 0.0


Repeat the second record exactly.
46
Properties=species:S:1:pos:R:3:forces:R:3 method="wB97M-V/def2-TZVPD" e_homo_ev=-12.827 gap_ev=8.42 total_charge=+1 e_lumo_ev=-4.41 total_energy_ev=-61506.1279
C 5.5708 1.3911 1.2889 -0.1 0.0 -0.1
C 5.0994 2.4805 0.3879 0.0 0.3 -0.6
O 5.7324 2.9998 -0.4836 0.0 0.0 0.4
O 3.7838 2.8447 0.6178 0.0 -0.1 0.6
C 3.5717 4.2551 0.7763 -0.1 0.0 -0.3
C 2.1231 4.5691 0.4716 -0.1 0.1 0.2
C 1.1548 4.1346 1.5897 0.2 -0.3 -0.1
C 0.0941 3.1420 1.1310 0.0 0.2 -0.1
S 0.8643 1.5553 0.6382 0.5 0.4 0.0
P -0.4796 0.6735 -0.8861 -0.8 -1.3 -0.6
S -0.8774 -1.1825 -0.7507 0.2 0.4 0.1
C 0.7063 0.5010 2.1855 0.0 -0.1 -0.3
F 0.7507 1.3450 3.1931 0.1 0.0 0.3
F -0.3980 -0.2012 2.2185 -0.1 0.1 0.1
F 1.7524 -0.2958 2.1908 0.0 0.0 0.1
H 6.6440 1.2948 1.1799 0.1 -0.1 0.0
H 5.2936 1.6163 2.3150 0.0 0.0 0.1
H 5.0749 0.4626 1.0079 0.0 -0.1 0.0
H 4.2361 4.8052 0.1150 0.0 0.0 -0.1
H 3.7942 4.5245 1.8107 0.1 0.0 0.1
H 1.8496 4.0984 -0.4740 0.1 0.0 -0.2
H 2.0380 5.6438 0.3221 0.0 0.1 -0.1
H 0.6073 4.9837 1.9947 0.0 0.1 0.0
H 1.7268 3.7000 2.4088 -0.1 0.0 0.2
H -0.3760 3.4901 0.2111 -0.1 0.0 0.0
H -0.6698 2.9389 1.8762 -0.1 -0.1 0.0
H -1.5364 1.5963 -0.8592 0.1 0.2 0.2
H 0.2660 1.0311 -2.0141 0.2 0.4 0.2
C 2.0147 -4.6066 -2.1430 0.0 0.0 0.0
C 0.9790 -3.9340 -2.9143 -0.4 0.2 -0.3
N 0.1591 -3.4106 -3.5311 0.3 -0.2 0.4
H 2.5937 -5.2559 -2.7962 0.0 0.0 0.0
H 2.6789 -3.8716 -1.6935 0.0 0.0 0.0
H 1.5607 -5.2077 -1.3579 0.0 0.0 0.0
C -2.8608 -4.2293 -1.4199 0.1 0.0 -0.1
C -4.2650 -4.4615 -1.7192 -0.5 -0.2 0.0
N -5.3814 -4.6445 -1.9292 0.4 0.1 0.1
H -2.4398 -5.0950 -0.9121 0.0 0.0 0.0
H -2.3057 -4.0475 -2.3399 0.0 0.0 0.0
H -2.7780 -3.3595 -0.7713 0.0 0.0 0.0
C -7.9057 -3.0851 -0.4358 0.0 0.0 0.0
C -8.3623 -1.9816 0.3974 -0.2 0.4 0.3
N -8.7233 -1.1058 1.0515 0.2 -0.3 -0.2
H -6.9022 -2.8836 -0.7987 0.0 -0.1 0.0
H -7.8913 -4.0078 0.1397 0.0 0.0 0.0
H -8.5678 -3.2103 -1.2894 0.0 0.0 0.0